# 1
The following is a DFT calculation (the ωB97M-V functional and the def2-TZVPD basis) of 6 unconnected molecules or ions with the total composition C34H45F5N2O22S2 in a non-equilibrium geometry.

Geometry (Å):
C1 -1.216 3.887 4.474
C2 -1.765 3.141 3.214
C3 -1.319 3.771 1.887
C4 0.194 3.664 1.489
C5 0.308 4.541 0.191
C6 0.708 2.220 1.269
N1 0.749 1.359 2.488
C7 1.234 1.799 3.474
S1 1.961 2.335 4.753
C8 -0.361 1.551 0.327
C9 0.138 0.358 -0.512
C10 0.329 -0.953 0.252
C11 -0.930 -1.856 0.222
C12 -2.236 -1.119 0.481
O1 -2.346 -0.733 1.870
C13 -3.598 -0.220 2.112
C14 -4.085 1.062 1.460
O2 -4.290 -0.785 2.868
S2 1.595 0.891 -1.464
O3 1.146 1.195 -2.785
O4 2.624 -0.099 -1.506
O5 2.066 2.294 -0.824
C15 2.112 2.094 0.617
N2 3.186 2.792 1.269
C16 4.417 2.006 1.224
C17 4.568 0.920 2.281
O6 5.282 2.189 0.459
C18 3.434 4.167 0.844
C19 3.253 5.235 1.939
O7 3.802 4.505 -0.211
H1 -0.509 4.668 4.195
H2 -0.754 3.131 5.108
H3 -2.043 4.275 5.070
H4 -1.617 2.061 3.279
H5 -2.856 3.277 3.267
H6 -1.491 4.849 1.998
H7 -1.973 3.474 1.059
H8 0.742 4.221 2.256
H9 -0.588 5.164 0.110
H10 0.298 3.936 -0.715
H11 1.145 5.234 0.217
H12 -1.113 1.170 1.024
H13 -0.863 2.271 -0.318
H14 -0.618 0.170 -1.278
H15 1.124 -1.548 -0.209
H16 0.608 -0.834 1.301
H17 -0.856 -2.642 0.979
H18 -1.027 -2.378 -0.736
H19 -2.388 -0.271 -0.196
H20 -3.065 -1.815 0.287
H21 -3.622 1.253 0.487
H22 -3.894 1.896 2.137
H23 -5.151 0.948 1.276
H24 2.376 1.028 0.731
H25 5.625 0.672 2.341
H26 4.004 0.017 2.023
H27 4.230 1.272 3.256
H28 2.602 6.044 1.618
H29 2.896 4.772 2.864
H30 4.256 5.607 2.170
O8 -10.772 0.260 2.902
C20 -9.666 0.542 3.212
O9 -8.899 -0.176 4.075
C21 -7.594 0.410 4.078
C22 -7.881 1.815 3.615
F1 -6.843 2.322 2.901
O10 -8.988 1.641 2.755
H31 -6.948 -0.132 3.384
H32 -7.151 0.374 5.071
H33 -8.145 2.509 4.414
O11 4.629 0.677 -8.434
C23 3.954 0.412 -7.499
O12 3.060 1.257 -6.926
C24 2.355 0.517 -5.923
C25 3.323 -0.588 -5.606
F2 2.673 -1.730 -5.257
O13 3.978 -0.794 -6.846
H34 1.418 0.143 -6.340
H35 2.133 1.137 -5.057
H36 4.057 -0.339 -4.839
O14 -2.169 -1.074 -6.631
C26 -1.356 -1.846 -7.004
O15 -0.252 -1.514 -7.731
C27 0.540 -2.702 -7.859
C28 -0.483 -3.788 -7.664
F3 0.061 -4.882 -7.070
O16 -1.402 -3.194 -6.770
H37 1.310 -2.711 -7.086
H38 1.020 -2.745 -8.834
H39 -1.003 -4.090 -8.575
O17 5.084 0.636 5.715
C29 4.650 -0.428 5.997
O18 4.663 -0.960 7.247
C30 3.928 -2.186 7.198
C31 4.024 -2.553 5.740
F4 2.919 -3.215 5.319
O19 4.073 -1.289 5.105
H40 2.898 -2.006 7.511
H41 4.370 -2.934 7.852
H42 4.913 -3.129 5.476
O20 -1.726 -9.881 -3.292
C32 -1.120 -8.942 -3.678
O21 -0.839 -8.688 -4.985
C33 -0.218 -7.401 -5.046
C34 0.334 -7.250 -3.653
F5 0.337 -5.953 -3.256
O22 -0.601 -7.968 -2.869
H43 -0.969 -6.645 -5.278
H44 0.555 -7.376 -5.810
H45 1.330 -7.675 -3.512

Results
**Highest occupied orbital energy**: -9.8 eV
**Orbital gap**: 9.83 eV

# 2
The following is a DFT calculation (the ωB97M-V functional and the def2-TZVPD basis) of a molecular structure, C34H45MnN5O in a non-equilibrium geometry.

Geometry (Å):
Mn1 0.672 0.154 -0.252
N1 1.090 -3.103 2.023
N2 0.854 -1.880 -1.391
C1 1.391 2.031 -0.884
C2 2.494 1.161 -0.556
C3 2.390 0.837 0.860
C4 3.321 -0.032 1.648
H1 4.179 -0.370 1.048
H2 2.781 -0.925 2.002
H3 3.709 0.491 2.533
C5 1.343 1.642 1.406
C6 1.236 2.039 2.825
H4 2.054 2.727 3.116
H5 1.299 1.152 3.467
H6 0.297 2.575 3.017
C7 0.584 2.198 0.317
C8 -0.676 2.990 0.418
H7 -1.417 2.435 1.014
H8 -1.119 3.161 -0.574
H9 -0.522 3.972 0.892
C9 3.647 0.846 -1.442
H10 4.478 1.552 -1.276
H11 3.360 0.922 -2.498
H12 4.024 -0.166 -1.249
C10 1.217 2.789 -2.150
H13 0.155 2.981 -2.342
H14 1.607 2.221 -3.003
H15 1.741 3.760 -2.115
C11 0.570 -4.057 2.801
H16 1.172 -4.366 3.661
C12 -0.705 -4.597 2.588
H17 -1.124 -5.297 3.305
C13 -1.403 -4.220 1.443
H18 -2.388 -4.622 1.216
C14 -0.810 -3.320 0.567
H19 -1.270 -3.028 -0.373
C15 0.451 -2.787 0.891
C16 1.207 -1.893 0.005
H20 2.289 -1.943 0.186
C17 0.345 -0.683 -1.865
C18 1.124 -2.756 -2.435
H21 1.488 -3.760 -2.278
C19 0.829 -2.092 -3.567
H22 0.911 -2.391 -4.592
N3 0.393 -0.810 -3.219
C20 0.155 0.250 -4.144
C21 1.138 0.551 -5.099
C22 0.914 1.635 -5.956
H23 1.670 1.888 -6.699
C23 -0.244 2.406 -5.875
C24 -0.467 3.541 -6.826
H24 -1.012 4.354 -6.334
H25 -1.053 3.215 -7.696
H26 0.493 3.920 -7.192
C25 -1.206 2.084 -4.916
H27 -2.121 2.674 -4.845
C26 -1.018 1.013 -4.035
C27 -2.078 0.682 -3.037
H28 -2.287 -0.395 -2.999
H29 -3.002 1.201 -3.330
H30 -1.818 1.040 -2.027
C28 2.419 -0.211 -5.203
H31 2.271 -1.207 -5.643
H32 2.919 -0.312 -4.230
H33 3.101 0.337 -5.865
C29 0.192 -1.458 4.765
N4 -1.241 -1.290 4.617
C30 -2.092 -2.072 5.476
C31 -3.474 -1.485 5.667
C32 -3.973 -0.710 4.468
N5 -2.937 0.154 3.968
C33 -3.223 1.542 3.671
C34 -1.676 -0.339 3.726
O1 -0.940 0.070 2.804
H34 0.678 -0.551 5.161
H35 0.651 -1.670 3.798
H36 0.404 -2.285 5.455
H37 -2.211 -3.084 5.052
H38 -1.586 -2.168 6.448
H39 -3.476 -0.812 6.537
H40 -4.165 -2.303 5.904
H41 -4.811 -0.062 4.733
H42 -4.305 -1.434 3.705
H43 -4.286 1.768 3.849
H44 -2.620 2.203 4.325
H45 -2.951 1.783 2.637

Results
**Highest occupied orbital energy (alpha / beta)**: -0.9 / -0.8 eV
**Total charge**: -1
**Multiplicity**: 5
**Orbital gap (alpha / beta)**: 3.54 / 3.40 eV
**Expectation value of S²**: 6.397

# 3
The following is a DFT calculation (the ωB97M-V functional and the def2-TZVPD basis) of a molecular structure, C34H45O2ReSe2 in a non-equilibrium geometry.

Geometry (Å):
Re1 0.158 -0.153 0.679
C1 1.027 4.563 -5.226
C2 2.014 4.691 -4.055
C3 3.420 4.881 -4.627
C4 1.652 5.935 -3.221
C5 1.924 3.469 -3.150
C6 0.706 3.141 -2.567
C7 0.609 2.080 -1.688
Se1 -1.091 1.937 -0.761
C8 -2.200 0.526 -1.501
C9 -3.284 0.973 -2.242
C10 -4.244 0.078 -2.684
C11 -4.049 -1.271 -2.382
C12 -2.991 -1.758 -1.631
C13 -2.053 -0.819 -1.146
O1 -1.013 -1.205 -0.362
C14 -2.841 -3.261 -1.353
C15 -3.962 -4.056 -2.023
C16 -2.911 -3.559 0.156
C17 -1.500 -3.750 -1.932
C18 -5.490 0.524 -3.439
C19 -5.534 2.039 -3.660
C20 -5.532 -0.159 -4.813
C21 -6.718 0.127 -2.601
C22 1.736 1.324 -1.326
O2 1.613 0.326 -0.410
C23 2.972 1.602 -1.942
C24 3.017 2.670 -2.833
C25 4.219 0.748 -1.670
C26 5.408 1.236 -2.500
C27 4.641 0.821 -0.190
C28 3.930 -0.711 -2.070
H1 1.139 5.421 -5.890
H2 -0.008 4.541 -4.884
H3 1.220 3.656 -5.801
H4 3.430 5.762 -5.268
H5 3.719 4.023 -5.232
H6 4.157 5.036 -3.837
H7 1.781 6.832 -3.829
H8 2.296 6.017 -2.343
H9 0.617 5.903 -2.881
H10 -0.188 3.705 -2.801
H11 -3.355 2.026 -2.475
H12 -4.780 -1.979 -2.745
H13 -4.939 -3.789 -1.617
H14 -3.805 -5.119 -1.835
H15 -3.972 -3.911 -3.104
H16 -3.832 -3.163 0.588
H17 -2.070 -3.138 0.696
H18 -2.898 -4.639 0.310
H19 -1.432 -3.526 -2.998
H20 -1.412 -4.831 -1.805
H21 -0.656 -3.284 -1.428
H22 -4.713 2.378 -4.295
H23 -5.510 2.591 -2.718
H24 -6.467 2.291 -4.163
H25 -4.646 0.108 -5.391
H26 -6.414 0.169 -5.366
H27 -5.569 -1.246 -4.728
H28 -6.646 0.556 -1.600
H29 -6.810 -0.955 -2.502
H30 -7.627 0.504 -3.071
H31 3.965 2.897 -3.298
H32 5.693 2.254 -2.227
H33 5.196 1.198 -3.569
H34 6.265 0.590 -2.310
H35 4.788 1.857 0.122
H36 5.583 0.287 -0.058
H37 3.908 0.366 0.467
H38 3.613 -0.771 -3.113
H39 3.151 -1.147 -1.449
H40 4.831 -1.315 -1.953
Se2 -0.612 0.863 2.593
C29 -0.156 0.096 4.298
C30 -1.085 0.282 5.312
C31 -0.798 -0.193 6.582
C32 0.408 -0.835 6.828
C33 1.328 -1.011 5.805
C34 1.052 -0.547 4.528
H41 -2.017 0.793 5.106
H42 -1.522 -0.057 7.373
H43 0.630 -1.202 7.821
H44 2.269 -1.510 5.992
H45 1.769 -0.677 3.727

Results
**Highest occupied orbital energy (alpha / beta)**: -11.3 / -11.3 eV
**Total charge**: +1
**Multiplicity**: 4
**Orbital gap (alpha / beta)**: 6.73 / 6.48 eV
**ΔE to the lowest compared entry with this formula, charge and spin**: 63.2 kJ/mol
**Expectation value of S²**: 3.778

# 4
The following is a DFT calculation (the ωB97M-V functional and the def2-TZVPD basis) of a molecular structure, C34H46AsClIMnN6O2SSi3 in a non-equilibrium geometry.

Geometry (Å):
Mn1 -0.211 0.399 -0.360
Cl1 -1.384 -5.715 -3.374
C1 -1.328 -4.050 -2.931
C2 -2.053 -3.131 -3.624
C3 -1.987 -1.748 -3.305
I1 -3.204 -0.433 -4.354
C4 -1.176 -1.297 -2.310
O1 -0.984 0.008 -1.992
C5 -0.508 -2.269 -1.527
N1 0.160 -1.780 -0.443
C6 0.813 -2.611 0.336
C7 0.872 -3.992 0.089
C8 0.198 -4.503 -0.987
C9 -0.539 -3.640 -1.827
H1 -2.691 -3.459 -4.434
H2 1.312 -2.182 1.201
H3 1.433 -4.633 0.757
H4 0.217 -5.565 -1.201
S1 -3.155 -0.019 6.568
N2 -3.845 -0.406 5.170
C10 -2.927 -0.196 4.243
C11 -3.104 -0.391 2.813
C12 -4.274 -0.886 2.229
C13 -4.335 -1.010 0.861
C14 -3.232 -0.630 0.097
N3 -2.115 -0.175 0.645
C15 -2.044 -0.060 1.984
C16 -0.768 0.409 2.517
N4 0.220 0.668 1.624
C17 1.419 1.013 2.080
C18 1.698 1.150 3.433
C19 0.692 0.941 4.345
C20 -0.569 0.555 3.882
C21 -1.694 0.272 4.761
N5 -1.688 0.412 6.073
H5 -5.111 -1.157 2.864
H6 -5.219 -1.388 0.367
H7 -3.265 -0.671 -0.985
H8 2.165 1.167 1.329
H9 2.699 1.421 3.743
H10 0.848 1.060 5.412
C22 4.036 -2.531 -2.405
N6 3.103 -1.441 -2.101
C23 2.141 -1.121 -3.155
C24 3.076 -0.822 -0.918
C25 4.079 -1.250 0.123
O2 2.256 0.083 -0.655
H11 4.146 -2.597 -3.484
H12 3.660 -3.489 -2.039
H13 5.018 -2.349 -1.982
H14 1.601 -2.023 -3.451
H15 2.664 -0.729 -4.028
H16 1.436 -0.380 -2.803
H17 4.008 -2.320 0.324
H18 3.892 -0.699 1.039
H19 5.100 -1.048 -0.206
C26 0.019 4.228 1.920
Si1 -0.760 4.142 0.234
C27 -0.903 5.830 -0.498
C28 -2.439 3.326 0.269
As1 0.572 2.631 -1.075
Si2 -0.111 3.234 -3.319
C29 0.091 5.052 -3.626
C30 -1.904 2.794 -3.363
C31 0.885 2.189 -4.479
Si3 2.871 3.363 -0.937
C32 2.821 5.212 -0.954
C33 3.782 2.679 -2.397
C34 3.822 2.915 0.594
H20 -0.225 5.186 2.390
H21 1.108 4.153 1.868
H22 -0.350 3.432 2.576
H23 -1.438 6.456 0.224
H24 -1.478 5.818 -1.426
H25 0.063 6.300 -0.696
H26 -2.966 3.532 1.207
H27 -2.380 2.244 0.148
H28 -3.056 3.706 -0.552
H29 -0.898 5.515 -3.664
H30 0.577 5.210 -4.594
H31 0.668 5.579 -2.872
H32 -2.520 3.589 -2.928
H33 -2.096 1.864 -2.822
H34 -2.221 2.651 -4.402
H35 1.844 1.889 -4.059
H36 1.078 2.742 -5.403
H37 0.320 1.286 -4.733
H38 2.399 5.623 -1.869
H39 3.855 5.571 -0.879
H40 2.266 5.608 -0.098
H41 3.637 3.288 -3.293
H42 3.477 1.653 -2.618
H43 4.852 2.674 -2.162
H44 3.343 3.241 1.521
H45 4.770 3.460 0.511
H46 4.063 1.851 0.659

Results
**Highest occupied orbital energy (alpha / beta)**: -12.9 / -13.0 eV
**Total charge**: +2
**Multiplicity**: 5
**Orbital gap (alpha / beta)**: 6.15 / 6.87 eV
**ΔE to the lowest compared entry with this formula, charge and spin**: 50.2 kJ/mol
**Expectation value of S²**: 6.123

# 5
The following is a DFT calculation (the ωB97M-V functional and the def2-TZVPD basis) of a molecular structure, C34H46BBrIrN10O2S.

Geometry (Å):
Ir1 0.209 -0.200 0.503
C1 -2.149 -0.183 -2.522
C2 -1.892 1.083 -1.782
C3 -2.646 2.259 -1.894
C4 -2.097 3.127 -0.988
N1 -1.044 2.521 -0.398
N2 -0.922 1.252 -0.878
B1 -0.212 2.927 0.823
N3 1.279 2.624 0.586
C5 2.338 3.450 0.439
C6 3.475 2.690 0.337
C7 3.046 1.358 0.430
C8 3.894 0.131 0.373
N4 1.719 1.344 0.586
N5 -0.755 2.120 2.031
C9 -1.498 2.542 3.074
C10 -1.925 1.453 3.784
C11 -1.420 0.339 3.110
C12 -1.640 -1.083 3.488
N6 -0.703 0.752 2.062
N7 -0.297 4.479 1.046
C13 -0.232 5.492 0.028
C14 -0.023 6.671 0.622
C15 0.039 6.354 2.025
C16 0.268 7.245 3.153
N8 -0.110 4.977 2.208
H1 -2.375 0.032 -3.566
H2 -3.019 -0.688 -2.098
H3 -1.305 -0.866 -2.479
H4 -3.486 2.435 -2.547
H5 -2.396 4.132 -0.729
H6 2.231 4.524 0.401
H7 4.488 3.036 0.207
H8 4.688 0.268 -0.360
H9 3.308 -0.746 0.108
H10 4.370 -0.044 1.339
H11 -1.670 3.587 3.259
H12 -2.542 1.451 4.667
H13 -2.673 -1.211 3.810
H14 -1.002 -1.356 4.331
H15 -1.457 -1.752 2.658
H16 -0.332 5.237 -1.016
H17 0.049 7.649 0.172
H18 -0.264 8.190 3.015
H19 1.336 7.513 3.178
H20 0.012 6.777 4.101
Br1 1.927 -0.850 3.074
C17 1.607 -2.664 2.752
C18 2.267 -3.563 3.592
C19 2.104 -4.922 3.417
C20 1.267 -5.384 2.405
C21 0.573 -4.490 1.578
C22 -0.297 -5.007 0.601
C23 -1.031 -4.152 -0.221
C24 -0.906 -2.789 -0.063
C25 -0.017 -2.208 0.880
C26 0.731 -3.074 1.727
H21 2.909 -3.186 4.377
H22 2.623 -5.615 4.066
H23 1.136 -6.448 2.246
H24 -0.404 -6.082 0.510
H25 -1.695 -4.555 -0.976
H26 -1.512 -2.139 -0.681
C27 -5.888 -2.413 0.194
N9 -4.489 -2.052 0.394
C28 -4.003 -0.793 0.466
N10 -4.912 0.207 0.344
O1 -2.790 -0.553 0.601
H27 -5.956 -3.490 0.075
H28 -6.286 -1.952 -0.710
H29 -6.510 -2.133 1.045
H30 -3.817 -2.776 0.575
H31 -5.900 0.041 0.419
H32 -4.586 1.149 0.465
C29 1.212 -4.021 -4.462
C30 2.049 -3.907 -3.189
C31 2.520 -2.481 -2.906
S1 1.107 -1.405 -2.534
O2 1.387 -0.971 -1.077
C32 1.393 0.044 -3.569
C33 2.479 1.003 -3.098
C34 3.920 0.541 -3.311
H33 0.892 -5.050 -4.626
H34 1.788 -3.713 -5.337
H35 0.310 -3.404 -4.412
H36 2.939 -4.530 -3.280
H37 1.486 -4.282 -2.327
H38 3.047 -2.064 -3.762
H39 3.149 -2.408 -2.018
H40 0.421 0.542 -3.588
H41 1.578 -0.372 -4.565
H42 2.305 1.227 -2.042
H43 2.319 1.936 -3.643
H44 4.214 -0.241 -2.609
H45 4.601 1.379 -3.168
H46 4.075 0.172 -4.326

Results
**Highest occupied orbital energy (alpha / beta)**: -16.0 / -16.2 eV
**Total charge**: +3
**Multiplicity**: 5
**Orbital gap (alpha / beta)**: 8.10 / 5.15 eV
**ΔE to the lowest compared entry with this formula, charge and spin**: 0.0 kJ/mol
**Expectation value of S²**: 6.037